{
  "formula": "C33H39BN4O2OsP2",
  "method": "ωB97M-V/def2-TZVPD",
  "s_squared": 6.0386,
  "homo_energy_ev": [-11.9, -11.9],
  "spin_multiplicity": 5,
  "energy_ha": -2447.7512,
  "lumo_ev": [-5.836, -9.012],
  "relative_energy_kj_mol": 279.5,
  "total_charge": 2,
  "species": ["Os", "C", "C", "C", "C", "C", "C", "C", "C", "C", "H", "H", "H", "H", "H", "H", "H", "H", "H", "H", "H", "H", "H", "H", "H", "P", "P", "N", "N", "N", "N", "C", "C", "C", "C", "C", "C", "C", "C", "C", "C", "C", "C", "C", "C", "C", "C", "C", "C", "H", "H", "H", "H", "H", "H", "H", "H", "H", "H", "H", "H", "H", "H", "H", "H", "H", "H", "H", "H", "O", "B", "O", "C", "C", "C", "C", "C", "C", "H", "H", "H", "H"],
  "coordinates": [[-1.035, 0.092, 0.556], [0.155, -4.556, 0.289], [0.900, -3.465, 0.405], [1.255, -2.512, -0.739], [0.250, -2.186, -1.839], [-0.998, -1.409, -1.354], [-2.073, -2.165, -0.805], [-2.170, -3.596, -0.776], [-0.999, -4.675, -0.674], [-2.484, 0.522, 1.858], [0.347, -5.451, 0.904], [1.169, -3.117, 1.391], [2.098, -2.984, -1.262], [1.661, -1.604, -0.265], [0.729, -1.532, -2.598], [-0.039, -3.111, -2.383], [-1.290, -0.641, -2.098], [-3.016, -1.637, -0.617], [-2.653, -3.878, -1.731], [-2.890, -3.959, -0.013], [-1.503, -5.590, -0.273], [-0.613, -4.808, -1.712], [-3.411, -0.093, 1.821], [-2.788, 1.580, 1.686], [-1.952, 0.449, 2.840], [-1.026, 2.102, -0.250], [2.565, 0.782, 0.130], [-2.074, 2.260, -1.640], [-1.283, 3.989, 0.398], [3.084, 0.699, -1.578], [4.265, 1.513, 0.591], [0.601, 2.327, -1.037], [1.795, 2.417, -0.056], [-3.451, 2.470, -1.506], [-3.967, 2.777, -2.757], [-2.851, 2.800, -3.667], [-1.706, 2.510, -2.956], [-2.150, 4.484, 1.360], [-2.067, 5.883, 1.461], [-1.099, 6.291, 0.505], [-0.662, 5.121, -0.129], [3.293, -0.548, -2.149], [3.538, -0.384, -3.494], [3.604, 1.022, -3.757], [3.339, 1.683, -2.555], [5.388, 1.708, -0.216], [6.437, 2.265, 0.537], [5.920, 2.462, 1.868], [4.580, 2.040, 1.846], [0.489, 3.296, -1.531], [0.782, 1.527, -1.780], [2.535, 3.170, -0.403], [1.486, 2.658, 0.979], [-3.923, 2.417, -0.537], [-4.997, 2.996, -3.003], [-2.854, 3.057, -4.710], [-0.669, 2.505, -3.273], [-2.760, 3.835, 1.945], [-2.641, 6.531, 2.125], [-0.777, 7.309, 0.287], [0.094, 5.058, -0.886], [3.353, -1.419, -1.511], [3.688, -1.202, -4.185], [3.857, 1.502, -4.678], [3.382, 2.727, -2.281], [5.388, 1.520, -1.265], [7.410, 2.478, 0.152], [6.456, 2.864, 2.711], [3.838, 2.150, 2.614], [-0.758, -2.132, 3.033], [-1.372, -1.633, 1.823], [-2.552, -2.514, 1.670], [-2.512, -3.497, 2.614], [-3.305, -4.649, 2.734], [-3.121, -5.473, 3.853], [-2.134, -5.163, 4.789], [-1.291, -4.045, 4.643], [-1.473, -3.216, 3.518], [-4.063, -4.893, 1.981], [-3.748, -6.364, 3.986], [-2.021, -5.850, 5.633], [-0.510, -3.894, 5.393]]
}


{
  "formula": "C13H23BIrN6Si",
  "method": "ωB97M-V/def2-TZVPD",
  "s_squared": 8.7839,
  "homo_energy_ev": [-22.4, -22.3],
  "spin_multiplicity": 6,
  "energy_ha": -1254.4243,
  "lumo_ev": [-13.465, -18.635],
  "total_charge": 4,
  "species": ["C", "N", "N", "C", "C", "B", "N", "N", "C", "C", "C", "Ir", "N", "N", "C", "C", "C", "H", "H", "H", "H", "H", "H", "H", "H", "H", "H", "H", "C", "H", "H", "H", "C", "Si", "C", "C", "H", "H", "H", "H", "H", "H", "H", "H", "H"],
  "coordinates": [[-0.780, -0.143, -2.619], [0.123, -0.123, -1.592], [1.047, -1.134, -1.802], [0.803, -1.672, -3.015], [-0.342, -1.089, -3.545], [2.158, -1.542, -0.781], [2.826, -0.214, -0.364], [2.075, 0.908, -0.023], [2.953, 1.857, 0.393], [4.261, 1.404, 0.145], [4.135, 0.116, -0.352], [0.004, 1.228, -0.178], [1.439, -2.153, 0.478], [0.483, -1.361, 1.024], [-0.065, -1.988, 2.036], [0.549, -3.259, 2.179], [1.503, -3.324, 1.162], [-0.862, -1.509, 2.593], [2.217, -4.079, 0.859], [0.304, -3.993, 2.918], [2.932, -2.330, -1.236], [4.871, -0.599, -0.717], [1.486, -2.419, -3.412], [5.166, 1.965, 0.297], [-0.826, -1.300, -4.479], [2.615, 2.791, 0.800], [-1.641, 0.512, -2.572], [-0.003, 1.553, 1.653], [-0.092, 2.592, 1.217], [0.867, 3.087, 1.443], [-0.311, 2.714, 0.017], [-1.035, 2.997, 1.650], [-2.887, 2.223, -0.707], [-2.229, 0.790, 0.363], [-2.819, 1.031, 2.157], [-3.090, -0.825, -0.133], [-2.466, 3.184, -0.387], [-3.979, 2.260, -0.588], [-2.655, 2.087, -1.770], [-3.918, 1.112, 2.172], [-2.554, 0.181, 2.798], [-2.426, 1.941, 2.620], [-4.179, -0.744, 0.026], [-2.929, -1.059, -1.191], [-2.729, -1.675, 0.460]]
}


{
  "formula": "C5H10O",
  "method": "ωB97M-V/def2-TZVPD",
  "homo_energy_ev": -8.9,
  "smiles": "CC1(C)COC1",
  "energy_ha": -271.5790,
  "lumo_ev": 0.943,
  "relative_energy_kj_mol": 455.8,
  "species": ["C", "C", "C", "C", "O", "C", "H", "H", "H", "H", "H", "H", "H", "H", "H", "H"],
  "coordinates": [[-0.786, 0.964, -0.444], [0.082, -0.339, 0.133], [-1.453, -0.945, 0.050], [1.122, 0.201, 1.226], [2.249, -0.250, 0.471], [1.445, -0.447, -0.695], [-1.269, 0.863, -1.439], [0.039, 1.616, -0.505], [-1.567, 1.394, 0.218], [-1.375, -1.756, -0.645], [-1.701, -1.193, 1.062], [-2.382, -0.389, -0.311], [1.188, -0.135, 2.269], [1.098, 1.309, 1.219], [1.779, -1.330, -1.257], [1.532, 0.439, -1.353]]
}


What did the third record say?
{
  "formula": "C5H10O",
  "method": "ωB97M-V/def2-TZVPD",
  "homo_energy_ev": -8.9,
  "smiles": "CC1(C)COC1",
  "energy_ha": -271.5790,
  "lumo_ev": 0.943,
  "relative_energy_kj_mol": 455.8,
  "species": ["C", "C", "C", "C", "O", "C", "H", "H", "H", "H", "H", "H", "H", "H", "H", "H"],
  "coordinates": [[-0.786, 0.964, -0.444], [0.082, -0.339, 0.133], [-1.453, -0.945, 0.050], [1.122, 0.201, 1.226], [2.249, -0.250, 0.471], [1.445, -0.447, -0.695], [-1.269, 0.863, -1.439], [0.039, 1.616, -0.505], [-1.567, 1.394, 0.218], [-1.375, -1.756, -0.645], [-1.701, -1.193, 1.062], [-2.382, -0.389, -0.311], [1.188, -0.135, 2.269], [1.098, 1.309, 1.219], [1.779, -1.330, -1.257], [1.532, 0.439, -1.353]]
}